(1)
Density functional theory data (ωB97M-V/def2-TZVPD) for 2 unconnected molecules or ions with the total composition C8H13ClN2 in a non-equilibrium geometry.

XYZ file:
```
24
C8H13ClN2 ωB97M-V/def2-TZVPD
C -0.1689 -1.4932 3.2428
C -1.5131 -1.4400 3.0202
C -0.5754 -0.3443 1.5542
C 0.1288 -0.8089 -1.8291
C 0.5437 1.6430 -2.2728
C 1.8990 0.3610 -0.5198
C -0.4879 0.9754 -0.1495
C 0.5381 0.5172 -1.2024
N 0.4547 -0.7434 2.2946
N -1.8245 -0.7342 1.8740
Cl -2.1693 0.8766 -0.6909
H 0.4071 -2.0144 3.9231
H -2.3187 -1.9286 3.4178
H 0.7784 -1.1402 -2.5701
H -0.7985 -0.6750 -2.5109
H -0.0660 -1.5982 -0.9934
H -0.1023 1.3757 -3.1161
H 1.4480 2.1261 -2.6660
H -0.0223 2.4927 -1.7969
H 2.2404 1.4006 -0.3033
H 1.9447 -0.2931 0.4293
H 2.7969 0.0718 -1.0668
H -0.3519 1.9149 0.4169
H -2.7811 -0.5417 1.5149
```

## Properties
- LUMO energy (alpha / beta) (eV) = 0.62 / -2.21
- spin multiplicity = 3
- F_max (eV/A) = 5.25
- HOMO-LUMO gap (alpha / beta) (eV) = 6.37 / 6.38

Let us look at the Löwdin charges, expressed in e, one per atom:
1 C -0.155
2 C -0.135
3 C -0.222
4 C -0.097
5 C -0.065
6 C -0.076
7 C -0.520
8 C -0.663
9 N 0.082
10 N 0.075
11 Cl 0.651
12 H 0.077
13 H 0.074
14 H 0.049
15 H 0.084
16 H 0.119
17 H 0.074
18 H 0.082
19 H 0.077
20 H 0.086
21 H 0.088
22 H 0.075
23 H 0.097
24 H 0.141

=====

(2)
Density functional theory data (ωB97M-V/def2-TZVPD) for a molecular structure, C8H13ClNiO4 in a non-equilibrium geometry.

XYZ file:
```
27
C8H13ClNiO4 ωB97M-V/def2-TZVPD
C 0.8618 -1.3190 -0.6421
C 0.2605 1.9187 -0.5944
C -0.5533 -1.3311 -0.8208
H 1.2720 -2.2153 -1.1537
C -1.0023 1.6897 -0.2248
H 0.8703 2.6749 -0.0752
H -1.0655 -2.1066 -0.2489
H -1.4695 2.2834 0.5838
C -1.3972 -0.4878 -1.6304
H -2.2924 -1.1166 -1.7804
H -0.9865 -0.2625 -2.6240
C 1.7047 -0.1328 -1.1734
H 2.2927 -0.5152 -2.0190
H 2.4479 0.1403 -0.4101
C 1.0082 1.1545 -1.6523
H 0.3849 0.9579 -2.5334
H 1.8316 1.8167 -1.9716
C -1.9656 0.8032 -0.9512
H -2.4699 1.3740 -1.7493
H -2.7550 0.4990 -0.2442
Ni 1.1108 -2.1305 2.2132
H 1.1272 -1.5616 0.6124
O 1.3810 -0.3715 4.6320
Cl 0.1675 -0.3792 3.8375
O -0.9350 0.1749 4.5609
O 0.3756 0.3008 2.5386
O -0.2044 -1.8582 3.5209
```

## Properties
- LUMO energy (alpha / beta) (eV) = -0.86 / -1.13
- spin multiplicity = 3
- F_max (eV/A) = 2.63
- HOMO-LUMO gap (alpha / beta) (eV) = 7.00 / 8.13

Let us look at the Löwdin charges, expressed in e, one per atom:
1 C -0.197
2 C -0.108
3 C -0.103
4 H 0.118
5 C -0.116
6 H 0.111
7 H 0.112
8 H 0.114
9 C -0.220
10 H 0.115
11 H 0.106
12 C -0.173
13 H 0.109
14 H 0.115
15 C -0.205
16 H 0.096
17 H 0.113
18 C -0.172
19 H 0.119
20 H 0.112
21 Ni 0.504
22 H 0.084
23 O -0.318
24 Cl 0.745
25 O -0.290
26 O -0.355
27 O -0.416

=====

(3)
Density functional theory data (ωB97M-V/def2-TZVPD) for a molecular structure, C8H13CoI2O2S5 in a non-equilibrium geometry.

XYZ file:
```
31
C8H13CoI2O2S5 ωB97M-V/def2-TZVPD
Co -0.3327 0.3981 1.0079
C 2.1634 -0.7174 -0.4825
O 0.7524 -0.8605 -0.2653
C -0.0149 -1.2350 -1.4179
C -0.8191 -0.0451 -1.8230
O -1.5823 0.3653 -0.6792
C -2.9715 -0.0162 -0.7075
H 2.5553 -1.6302 -0.9265
H 2.6204 -0.5667 0.4909
H 2.3769 0.1364 -1.1304
H -0.6568 -2.0622 -1.1188
H 0.6305 -1.5650 -2.2315
H -1.4682 -0.2644 -2.6718
H -0.1680 0.7882 -2.0864
H -3.4673 0.4888 -1.5328
H -3.4196 0.2977 0.2288
H -3.0701 -1.0966 -0.8146
C -1.4322 1.8873 3.9270
S -2.1270 1.1098 2.4483
C -2.2723 -0.5632 2.9759
C -1.2021 -1.3573 3.0677
S 0.4374 -0.8671 2.6993
S -1.5327 -2.9744 3.6112
C -3.2604 -2.8117 3.8195
S -4.2175 -4.0047 4.3277
S -3.8316 -1.2196 3.3973
H -1.5514 2.9647 3.8138
H -0.3841 1.6155 4.0288
H -2.0080 1.5419 4.7841
I 0.9345 2.6838 0.6100
I 3.1932 2.2446 1.9490
```

## Properties
- charge = +1
- LUMO energy (alpha / beta) (eV) = -5.37 / -5.29
- spin multiplicity = 2
- F_max (eV/A) = 1.29
- HOMO-LUMO gap (alpha / beta) (eV) = 5.22 / 5.32

Let us look at the Löwdin charges, expressed in e, one per atom:
1 Co -0.052
2 C -0.080
3 O -0.340
4 C -0.140
5 C -0.157
6 O -0.306
7 C -0.027
8 H 0.108
9 H 0.047
10 H 0.090
11 H 0.146
12 H 0.146
13 H 0.147
14 H 0.129
15 H 0.108
16 H 0.061
17 H 0.110
18 C -0.313
19 S 0.857
20 C -0.998
21 C -1.081
22 S 0.655
23 S 0.944
24 C -1.489
25 S 0.638
26 S 0.926
27 H 0.052
28 H 0.026
29 H 0.064
30 I 0.468
31 I 0.260

=====

(4)
Density functional theory data (ωB97M-V/def2-TZVPD) for a molecular structure, C8H13F12MgN3O10S4 in a non-equilibrium geometry.

XYZ file:
```
51
C8H13F12MgN3O10S4 ωB97M-V/def2-TZVPD
Mg -0.7121 -0.4174 0.3921
C -3.3158 -0.9021 3.5416
F -2.6181 -0.0755 4.3175
F -4.1444 -1.6319 4.2672
F -3.9750 -0.1447 2.6558
S -2.1822 -2.1513 2.6534
O -1.8465 -3.1983 3.5836
O -2.8340 -2.5133 1.4344
N -0.8880 -1.1243 2.1366
S 0.3230 -1.1315 3.2318
O 1.2253 -0.1033 2.7914
O -0.0990 -1.1172 4.6105
C 1.2586 -2.8142 2.9904
F 1.1155 -3.5232 4.1178
F 0.8998 -3.5438 1.9631
F 2.5389 -2.4571 2.9198
C 2.4703 -0.9257 -2.2911
F 1.7595 -0.2314 -3.1596
F 3.3283 -1.7248 -2.8777
F 3.1851 -0.0733 -1.5509
S 1.3357 -1.8664 -1.0792
O 1.4763 -3.2741 -1.3532
O 1.7230 -1.4621 0.2514
N -0.2168 -1.1929 -1.2419
S -0.9490 -1.9748 -2.4981
O 0.0066 -2.2519 -3.5344
O -1.7912 -3.0505 -2.0755
C -2.2388 -0.7321 -3.2155
F -3.0749 -1.4747 -3.9133
F -2.9581 -0.0996 -2.2726
F -1.5947 0.1632 -3.9478
O -2.4797 0.2639 0.2743
H -2.9940 0.9991 0.6285
H -3.1133 -0.2570 -0.2470
C -0.8412 2.5917 -1.6072
C 0.4738 2.1272 -0.9720
C 1.4709 3.2380 -0.6801
O 2.6766 2.7121 -0.2008
C 3.8812 3.2088 -0.7868
N 0.2061 1.3828 0.3090
H -1.5232 1.7549 -1.6920
H -0.5478 2.8331 -2.6313
H -1.2543 3.4241 -1.0408
H 1.0370 1.4299 -1.5987
H 1.1513 3.9600 0.0827
H 1.5203 3.7819 -1.6363
H 3.8597 3.0804 -1.8726
H 4.6541 2.6057 -0.3223
H 3.9484 4.2795 -0.5753
H 1.0401 1.5459 0.8887
H -0.3734 2.0583 0.8323
```

## Properties
- LUMO energy (eV) = -0.63
- F_max (eV/A) = 4.81
- HOMO-LUMO gap (eV) = 10.11

Let us look at the Löwdin charges, expressed in e, one per atom:
1 Mg 0.442
2 C -0.645
3 F 0.145
4 F 0.165
5 F 0.128
6 S 0.696
7 O -0.238
8 O -0.271
9 N -0.351
10 S 0.635
11 O -0.288
12 O -0.268
13 C -0.650
14 F 0.134
15 F 0.170
16 F 0.138
17 C -0.661
18 F 0.142
19 F 0.189
20 F 0.136
21 S 0.696
22 O -0.235
23 O -0.289
24 N -0.328
25 S 0.645
26 O -0.265
27 O -0.246
28 C -0.636
29 F 0.171
30 F 0.108
31 F 0.156
32 O -0.035
33 H 0.116
34 H 0.098
35 C -0.019
36 C -0.367
37 C -0.215
38 O -0.197
39 C -0.068
40 N 0.036
41 H 0.046
42 H 0.096
43 H 0.094
44 H 0.120
45 H 0.140
46 H 0.136
47 H 0.090
48 H 0.095
49 H 0.091
50 H 0.100
51 H 0.118

=====

(5)
Density functional theory data (ωB97M-V/def2-TZVPD) for 3 unconnected molecules or ions with the total composition C8H13F2NO6Si.

XYZ file:
```
31
C8H13F2NO6Si ωB97M-V/def2-TZVPD
O -3.1892 -0.9649 -5.9473
C -2.9489 -0.3506 -4.9669
O -3.5259 -0.5407 -3.7594
C -2.8448 0.2598 -2.7900
C -2.2212 1.3356 -3.6589
F -1.0146 1.7487 -3.1965
O -2.0506 0.6757 -4.8933
H -2.0708 -0.3297 -2.2962
H -3.5466 0.6310 -2.0502
H -2.8443 2.2184 -3.8153
O 1.8679 -0.9358 0.6646
C 2.2750 -1.6964 1.4720
O 2.3906 -3.0326 1.2997
C 3.0838 -3.5855 2.4183
C 2.8565 -2.5309 3.4884
F 3.9229 -2.3814 4.3074
O 2.6846 -1.3546 2.7267
H 4.1490 -3.6546 2.1917
H 2.6796 -4.5638 2.6563
H 1.9691 -2.6869 4.1046
H -2.1474 0.5314 1.7511
N -1.9845 0.5306 0.7417
C -1.1979 1.4766 0.4402
C -0.5369 2.4500 1.3646
Si 1.3544 2.3651 1.2508
H -0.9526 1.6024 -0.6182
H -0.8332 3.4663 1.0877
H -0.8689 2.2622 2.3887
H 1.9192 3.7343 1.1928
H 1.7289 1.6597 0.0150
H 1.8967 1.6607 2.4297
```

## Properties
- LUMO energy (eV) = 0.58
- F_max (eV/A) = 0.20
- HOMO-LUMO gap (eV) = 10.70
- structure (SMILES) = O=C1OC[C@@H](F)O1.O=C1OC[C@@H](F)O1.[H]/N=C\C[SiH3]

Let us look at the Löwdin charges, expressed in e, one per atom:
1 O 0.186
2 C -0.551
3 O 0.072
4 C -0.059
5 C -0.318
6 F 0.063
7 O 0.130
8 H 0.140
9 H 0.134
10 H 0.171
11 O 0.149
12 C -0.547
13 O 0.075
14 C -0.047
15 C -0.316
16 F 0.077
17 O 0.118
18 H 0.145
19 H 0.139
20 H 0.172
21 H 0.043
22 N 0.081
23 C -0.357
24 C -0.357
25 Si 0.661
26 H 0.081
27 H 0.069
28 H 0.066
29 H -0.084
30 H -0.064
31 H -0.072

=====

(6)
Density functional theory data (ωB97M-V/def2-TZVPD) for a molecular structure, C8H13MoNP in a non-equilibrium geometry.

XYZ file:
```
24
C8H13MoNP ωB97M-V/def2-TZVPD
C -0.8339 -1.4270 0.9297
C -1.7932 -1.7553 -0.0821
C -2.6898 -0.7462 -0.5488
C -2.4843 0.6250 -0.2551
C -1.4392 1.0293 0.5896
Mo -0.4332 -0.2283 -0.5526
P 1.8725 -1.3310 -0.4068
H -0.4714 -2.1578 1.6665
H -1.8405 -2.7401 -0.5620
H -3.5308 -1.0376 -1.1781
H -1.3485 2.0401 0.9890
H -3.1170 1.3591 -0.7686
H 2.9518 -0.9444 -1.2515
H 2.0888 -2.7238 -0.4326
H 2.5206 -1.0708 0.8327
C 3.5412 3.1935 0.9476
C 2.3829 3.4482 -0.0424
C 1.6469 2.2436 -0.2816
N 1.0275 1.2830 -0.4842
H 3.1274 3.1366 1.9641
H 4.2790 4.0009 0.8903
H 4.0454 2.2411 0.7265
H 1.6870 4.1939 0.3824
H 2.7755 3.8332 -0.9974
```

## Properties
- charge = +1
- LUMO energy (alpha / beta) (eV) = -3.98 / -4.23
- spin multiplicity = 3
- F_max (eV/A) = 2.90
- HOMO-LUMO gap (alpha / beta) (eV) = 5.66 / 7.97

Let us look at the Löwdin charges, expressed in e, one per atom:
1 C -0.226
2 C -0.357
3 C -0.178
4 C -0.274
5 C -0.158
6 Mo 1.141
7 P 0.710
8 H 0.071
9 H 0.110
10 H 0.121
11 H 0.066
12 H 0.112
13 H -0.097
14 H -0.096
15 H -0.078
16 C -0.072
17 C -0.189
18 C -0.114
19 N -0.035
20 H 0.089
21 H 0.089
22 H 0.083
23 H 0.140
24 H 0.140

=====

(7)
Density functional theory data (ωB97M-V/def2-TZVPD) for C8H13N in the gas phase in a non-equilibrium geometry.

XYZ file:
```
22
C8H13N ωB97M-V/def2-TZVPD
C 0.2561 0.6553 1.8792
C -0.5273 -0.5776 1.1485
C 0.2551 -1.7611 0.8904
C 0.7619 -1.7780 -0.3128
C 0.4459 -0.5197 -1.1320
N 1.8336 0.2582 -1.2900
C -0.5788 0.1302 -0.2588
C -0.7029 1.5503 -0.3422
C -1.8626 0.6087 -0.7644
H 0.3616 0.1451 2.7276
H -0.3860 1.6570 1.9127
H 1.1799 0.7951 1.3620
H -1.3698 -0.8876 1.9215
H 0.3704 -2.5594 1.4969
H 1.1290 -2.7483 -0.7746
H 0.1478 -0.5219 -2.2579
H 2.6320 -0.6190 -1.4442
H 2.1307 0.9240 -2.1346
H -1.1882 2.2057 0.4486
H -0.1381 2.0593 -1.1268
H -2.1658 0.5678 -1.8237
H -2.5845 0.4160 -0.1253
```

## Properties
- LUMO energy (eV) = 1.01
- F_max (eV/A) = 5.58
- HOMO-LUMO gap (eV) = 9.58
- structure (SMILES) = C[C@@H]1C=C[C@H](N)C12CC2

Let us look at the Löwdin charges, expressed in e, one per atom:
1 C -0.038
2 C -0.217
3 C -0.093
4 C -0.060
5 C -0.263
6 N -0.050
7 C -0.476
8 C -0.105
9 C -0.047
10 H 0.009
11 H 0.110
12 H 0.069
13 H 0.181
14 H 0.080
15 H 0.127
16 H 0.158
17 H 0.132
18 H 0.089
19 H 0.120
20 H 0.113
21 H 0.113
22 H 0.049

=====

(8)
Density functional theory data (ωB97M-V/def2-TZVPD) for a molecular structure, C8H13N in a non-equilibrium geometry.

XYZ file:
```
22
C8H13N ωB97M-V/def2-TZVPD
C -1.3725 1.0747 -0.6230
C -1.3808 -1.4091 -0.0271
C 0.0747 -0.8692 -0.0157
C -0.0468 0.1275 1.2250
C -0.0297 1.3747 0.3416
C 1.4191 1.1679 -0.1494
C 2.1900 -0.2748 -0.4048
C 1.5762 -1.3733 -0.1819
H -0.9482 0.7969 -1.6792
H -2.0594 2.1099 -0.7981
H -3.2267 -0.0986 -0.0407
H -1.3846 -2.5774 -0.7373
H -1.3855 -1.7009 1.2762
H 0.2913 -0.2773 -1.0665
H 0.9601 0.1462 1.7718
H -0.7392 0.2253 2.1033
H -0.3181 2.4768 0.7691
H 1.4951 2.1590 -1.0838
H 1.9358 1.8577 0.5215
H 3.3730 -0.2203 -0.3981
H 1.9653 -2.4086 -0.0657
N -2.0772 -0.1998 -0.2229
```

## Properties
- LUMO energy (eV) = 1.01
- F_max (eV/A) = 6.80
- HOMO-LUMO gap (eV) = 9.01

Let us look at the Löwdin charges, expressed in e, one per atom:
1 C -0.169
2 C -0.282
3 C -0.318
4 C -0.187
5 C -0.340
6 C -0.187
7 C -0.129
8 C -0.076
9 H 0.107
10 H 0.157
11 H 0.201
12 H 0.168
13 H 0.157
14 H 0.134
15 H 0.125
16 H 0.126
17 H 0.162
18 H 0.178
19 H 0.077
20 H 0.136
21 H 0.116
22 N -0.155

=====

(9)
Density functional theory data (ωB97M-V/def2-TZVPD) for a molecular structure, C8H13N2 in a non-equilibrium geometry.

XYZ file:
```
23
C8H13N2 ωB97M-V/def2-TZVPD
C 0.6440 -3.5898 0.5758
C 0.7579 -2.2577 0.8338
C -1.3685 -2.7345 0.7162
C -0.9195 0.6193 -0.4346
C -0.1241 1.6250 -0.7050
C -0.2442 2.2873 -2.0511
C 0.8960 2.2380 0.1961
C -0.8268 -0.4136 1.2240
N -0.6868 -3.8648 0.5064
N -0.5054 -1.7456 0.9236
H 1.4007 -4.3365 0.4535
H 1.6318 -1.6508 0.9620
H -2.4376 -2.6520 0.7259
H -1.6734 0.1688 -1.0443
H -0.9694 1.7908 -2.6894
H -0.5371 3.3279 -1.9240
H 0.7268 2.2717 -2.5453
H 0.4877 3.1545 0.6216
H 1.1873 1.5847 1.0126
H 1.7826 2.5093 -0.3735
H -1.8310 -0.2987 1.6080
H -0.0766 0.0804 1.8185
H -1.0933 -4.7747 0.3389
```

## Properties
- charge = +1
- LUMO energy (eV) = -3.11
- F_max (eV/A) = 5.39
- HOMO-LUMO gap (eV) = 9.78

Let us look at the Löwdin charges, expressed in e, one per atom:
1 C -0.017
2 C 0.010
3 C -0.018
4 C 0.078
5 C -0.399
6 C -0.052
7 C -0.045
8 C -0.007
9 N 0.120
10 N -0.091
11 H 0.136
12 H 0.145
13 H 0.168
14 H 0.074
15 H 0.080
16 H 0.094
17 H 0.090
18 H 0.100
19 H 0.062
20 H 0.089
21 H 0.107
22 H 0.092
23 H 0.186

=====

What did the third record say?
Density functional theory data (ωB97M-V/def2-TZVPD) for a molecular structure, C8H13CoI2O2S5 in a non-equilibrium geometry.

XYZ file:
```
31
C8H13CoI2O2S5 ωB97M-V/def2-TZVPD
Co -0.3327 0.3981 1.0079
C 2.1634 -0.7174 -0.4825
O 0.7524 -0.8605 -0.2653
C -0.0149 -1.2350 -1.4179
C -0.8191 -0.0451 -1.8230
O -1.5823 0.3653 -0.6792
C -2.9715 -0.0162 -0.7075
H 2.5553 -1.6302 -0.9265
H 2.6204 -0.5667 0.4909
H 2.3769 0.1364 -1.1304
H -0.6568 -2.0622 -1.1188
H 0.6305 -1.5650 -2.2315
H -1.4682 -0.2644 -2.6718
H -0.1680 0.7882 -2.0864
H -3.4673 0.4888 -1.5328
H -3.4196 0.2977 0.2288
H -3.0701 -1.0966 -0.8146
C -1.4322 1.8873 3.9270
S -2.1270 1.1098 2.4483
C -2.2723 -0.5632 2.9759
C -1.2021 -1.3573 3.0677
S 0.4374 -0.8671 2.6993
S -1.5327 -2.9744 3.6112
C -3.2604 -2.8117 3.8195
S -4.2175 -4.0047 4.3277
S -3.8316 -1.2196 3.3973
H -1.5514 2.9647 3.8138
H -0.3841 1.6155 4.0288
H -2.0080 1.5419 4.7841
I 0.9345 2.6838 0.6100
I 3.1932 2.2446 1.9490
```

## Properties
- charge = +1
- LUMO energy (alpha / beta) (eV) = -5.37 / -5.29
- spin multiplicity = 2
- F_max (eV/A) = 1.29
- HOMO-LUMO gap (alpha / beta) (eV) = 5.22 / 5.32

Let us look at the Löwdin charges, expressed in e, one per atom:
1 Co -0.052
2 C -0.080
3 O -0.340
4 C -0.140
5 C -0.157
6 O -0.306
7 C -0.027
8 H 0.108
9 H 0.047
10 H 0.090
11 H 0.146
12 H 0.146
13 H 0.147
14 H 0.129
15 H 0.108
16 H 0.061
17 H 0.110
18 C -0.313
19 S 0.857
20 C -0.998
21 C -1.081
22 S 0.655
23 S 0.944
24 C -1.489
25 S 0.638
26 S 0.926
27 H 0.052
28 H 0.026
29 H 0.064
30 I 0.468
31 I 0.260